# C4H6N2O

The molecule C4H6N2O (ωB97M-V with the def2-TZVPD basis set, OMol25).

XYZ file:
```
13
Properties=species:S:1:pos:R:3
N -1.89740 0.24229 -0.65491
C -0.63469 0.37478 0.04246
C -0.04719 -0.97688 0.06106
O -0.82179 -1.96269 -0.11416
N 1.27757 -0.92300 0.17147
C 1.68733 0.44794 0.10390
C 0.61705 1.24004 -0.06848
H -2.42032 1.09902 -0.40183
H -1.15850 0.47162 0.99596
H -1.72749 -1.34106 -0.39232
H 1.88351 -1.72572 0.19616
H 2.74222 0.66990 0.21747
H 0.63706 2.32385 -0.12337
```

Output
HOMO energy: -0.260 hartree
LUMO: 0.6 eV
relative energy (zero: lowest compared OMol25 entry of this formula, charge and spin): 357.7 kJ/mol
Kohn-Sham gap: 7.69 eV

Charges in e, computed with Mulliken, in the same order as the atoms: N -0.979; C 0.735; C -0.273; O -0.510; N 0.027; C -0.448; C -0.412; H 0.180; H 0.298; H 0.421; H 0.225; H 0.394; H 0.342